28
Properties=species:S:1:pos:R:3 method="wB97M-V/def2-TZVPD" homo_lumo_gap_ev=3.259 homo_energy_ha=0.017 fmax_ev_per_a=2.69 charge=-2
C 1.6822 -1.7899 0.4978
F 4.1783 -4.2261 -0.4987
H -2.1426 -0.2705 3.5517
H -1.5294 1.3422 2.9330
H -1.5120 0.4592 -0.7619
B -1.6237 -0.3950 -1.5376
H -1.5666 4.6019 0.5468
C -2.3790 0.6173 2.9154
H -1.6528 3.7575 -1.0748
H -1.6518 -1.4145 -0.9699
H 1.2008 -0.0308 -0.5678
B -2.3037 4.1660 -0.2220
O -2.6127 0.1507 1.6595
C 3.4063 -3.1023 -0.4826
H -3.0090 5.0259 -0.5783
H 2.3667 -3.6768 1.2973
H -2.9270 3.3252 0.2443
H 0.9343 -1.6256 1.2610
H 2.8577 -0.2693 -2.2957
C 1.8610 -0.8878 -0.5439
H 4.3816 -2.2773 -2.2443
H -0.7137 -0.3952 -2.2872
H -3.2934 1.1373 3.2825
C 2.4402 -2.9486 0.4998
C 3.5783 -2.2005 -1.5212
C 2.7701 -1.0673 -1.5742
H -2.5819 -0.2095 -2.1784
Rb -0.1585 2.2038 0.6493

18
Properties=species:S:1:pos:R:3 method="wB97M-V/def2-TZVPD" homo_lumo_gap_ev="6.666 / 4.409" de_lowest_kcal_mol=60.9 homo_energy_ha="-0.124 / -0.124" fmax_ev_per_a=3.25 spin_multiplicity=2 charge=-1
H 2.3742 1.0996 0.1428
H 2.6633 -0.6552 0.5025
H 0.9429 -1.1394 2.5330
O -3.6986 -0.9870 0.1512
H -3.0705 -0.9536 0.8624
S -0.2715 0.8655 2.0490
O 2.2927 0.0045 -1.6668
H 0.9721 -1.6025 -0.0738
H -1.1401 0.9089 -0.3996
S -2.2900 0.0881 -2.2881
H -3.3685 -0.4316 -0.5789
C 2.1364 0.1811 -0.4402
H 2.0060 0.1730 2.1093
C 1.3765 -0.7020 0.3755
H -0.9304 1.9893 -1.8197
C 1.0542 -0.3085 1.8444
H -0.0449 0.5243 -1.8129
C -1.0037 0.9455 -1.4900